Below is C34H30BF2N3O6PV as an isolated structure, with properties calculated with wB97M-V/def2-TZVPD.

## Properties
Multiplicity = 2
Orbital gap (alpha / beta) = 0.1946 / 0.1919 Ha
Highest occupied orbital energy (alpha / beta) = -2.9 / -2.8 eV
<S²> = 0.8036
Energy relative to the best compared isomer or geometry (same formula, charge and spin) = 18.4 kcal per mole
Lowest unoccupied orbital energy (alpha / beta) = 0.0898 / 0.0896 hartree
Energy = -3439.474686 hartree
Total charge = -1
Molar mass = 707.4 g/mol

CARTESIAN COORDINATES (ANGSTROEM)
H  3.83  -6.54  0.60
C  3.61  -0.18  4.94
C  5.00  -0.24  4.94
H  6.74  -0.68  3.76
C  3.16  -0.47  0.15
H  1.92  1.84  -4.90
H  -1.80  4.91  -1.62
H  5.46  -1.25  1.74
H  5.56  0.02  5.82
H  -0.08  1.80  4.22
H  -1.10  -1.77  0.21
C  5.66  -0.63  3.78
H  -5.02  1.20  -1.35
H  4.30  -2.47  -0.61
H  1.82  -0.45  3.81
C  3.08  -2.78  1.13
C  2.89  -0.51  3.80
O  1.65  1.64  1.62
H  0.79  6.78  3.24
H  0.93  -1.87  1.13
N  -1.57  0.06  0.05
B  0.86  -0.87  -0.93
H  2.62  5.74  1.94
C  0.98  2.27  -3.02
H  -1.55  6.08  2.82
H  -5.74  3.36  -2.22
C  1.42  1.97  2.84
H  1.93  -3.41  2.82
O  -1.77  -1.23  0.65
C  -2.51  4.09  -1.55
C  4.16  -4.54  -0.11
C  0.85  4.59  -2.42
O  2.31  -0.53  -0.86
C  -4.32  2.02  -1.40
C  3.62  -5.49  0.75
H  4.78  -4.85  -0.93
P  -0.32  2.73  -0.62
C  -4.72  3.23  -1.89
N  -0.63  0.72  2.57
F  0.50  -0.81  -2.27
C  3.55  -0.89  2.64
O  1.36  -1.16  1.65
F  0.60  -2.25  -0.51
H  -1.45  1.31  2.45
H  -0.93  -0.19  2.88
C  0.59  3.25  -2.12
C  1.60  5.47  1.74
C  -1.02  4.69  1.28
C  1.61  2.62  -4.21
C  -2.98  1.77  -0.95
H  -2.05  4.38  1.11
O  4.21  0.11  0.07
O  2.04  2.73  3.55
C  0.57  6.04  2.47
C  -2.74  0.48  -0.44
H  2.35  4.22  -5.43
C  -3.80  4.30  -1.96
H  0.57  5.37  -1.72
C  2.77  -1.30  1.40
C  2.55  -3.73  1.99
H  -4.10  5.26  -2.35
H  1.67  5.98  -3.82
H  0.79  1.23  -2.80
C  3.88  -3.19  0.08
N  0.32  1.29  3.45
C  1.86  3.95  -4.51
H  3.09  0.14  5.83
C  0.00  4.12  0.53
C  -2.06  2.85  -1.04
V  0.24  0.65  0.55
C  2.81  -5.08  1.80
C  4.94  -0.95  2.64
C  1.48  4.94  -3.61
H  2.13  4.05  0.23
C  1.32  4.52  0.77
C  -0.74  5.65  2.25
H  -3.54  -0.24  -0.45
H  2.39  -5.81  2.48

These are the Löwdin partial charges, in e, on atoms 1 to 8:
1 H 0.0951
2 C -0.0714
3 C -0.0986
4 H 0.0964
5 C -0.4687
6 H 0.1024
7 H 0.0959
8 H 0.1153

=====

Below is a 8-piece molecular cluster, C39H84F3O29P5 overall, with properties calculated with wB97M-V/def2-TZVPD.

## Properties
Multiplicity = 1
Orbital gap = 0.3790 Ha
Highest occupied orbital energy = -10.0 eV
Lowest unoccupied orbital energy = 0.0100 hartree
Energy = -5725.311550 hartree
Molar mass = 1228.9 g/mol

CARTESIAN COORDINATES (ANGSTROEM)
O  18.43  22.68  15.55
O  19.51  20.94  20.61
H  12.69  9.47  23.27
O  17.03  15.73  18.67
C  12.78  11.28  24.49
C  12.36  15.72  23.21
O  18.35  17.54  18.43
H  15.64  20.89  14.56
H  16.22  19.51  9.87
H  21.95  20.33  15.67
H  16.05  23.21  21.00
C  13.37  13.29  19.66
H  14.35  27.30  19.29
H  21.72  19.48  17.19
H  11.85  16.31  21.20
H  12.75  21.00  14.82
O  14.24  16.48  16.42
H  16.27  14.48  16.68
H  16.57  14.49  20.71
H  11.73  11.53  24.43
H  18.69  19.57  18.61
H  16.16  15.75  10.64
H  20.00  18.02  16.13
H  16.62  14.36  23.33
C  16.07  15.06  15.79
H  20.19  21.97  19.03
H  14.51  19.04  8.33
C  16.60  22.77  20.17
C  13.92  26.34  18.96
O  15.75  16.40  12.52
C  15.73  20.04  15.28
O  17.10  17.36  20.24
H  17.39  18.97  14.25
H  17.96  13.83  21.49
O  12.97  15.06  18.09
H  17.71  14.87  13.13
H  24.38  15.12  14.71
O  19.36  23.64  17.35
H  20.26  25.04  16.09
O  15.15  18.30  11.10
C  17.70  15.05  12.04
C  17.46  18.69  20.23
C  13.71  14.70  19.32
C  11.36  16.14  22.18
C  16.32  15.35  11.64
H  16.21  21.49  18.49
H  23.10  16.22  14.31
H  26.81  18.70  16.57
O  19.22  20.40  22.75
C  21.65  19.37  16.11
H  10.89  17.11  22.38
H  18.07  14.14  11.53
C  18.70  23.99  15.12
H  20.12  18.97  14.64
C  14.27  19.64  9.20
O  22.52  18.35  15.68
C  16.36  18.92  14.60
H  16.77  15.87  15.80
C  20.57  21.45  19.88
C  18.69  18.68  19.24
H  14.79  14.89  19.10
H  13.49  20.98  17.15
O  14.30  22.60  16.25
H  17.16  23.55  19.67
H  14.37  20.70  8.95
C  19.83  20.95  21.94
C  14.42  26.24  17.56
H  10.30  16.21  14.43
H  16.26  20.40  16.17
C  25.96  19.41  16.68
H  17.78  24.38  14.73
C  12.18  21.58  15.55
H  14.41  15.61  14.56
H  14.27  25.72  19.76
H  13.96  9.50  24.43
O  13.07  17.61  18.34
H  15.19  20.47  10.98
O  11.74  16.25  16.52
H  25.04  16.11  12.82
P  16.13  17.89  12.23
H  12.06  15.97  24.23
H  12.85  26.40  19.01
H  25.61  19.49  17.71
O  18.35  21.59  17.48
H  15.50  26.32  17.50
F  19.68  23.89  14.14
C  15.67  22.14  19.16
C  20.21  19.04  15.71
H  26.83  20.70  15.13
H  21.41  23.28  20.90
H  14.75  19.78  15.63
O  14.37  13.91  24.85
H  11.93  17.96  15.16
H  12.43  13.33  20.16
H  12.59  22.46  17.41
C  17.48  16.75  19.05
P  23.81  18.02  16.53
H  14.01  14.49  15.81
C  19.27  24.71  16.38
H  11.32  21.04  15.92
O  14.80  23.20  18.57
O  20.92  21.75  22.10
O  14.01  24.96  16.94
C  10.00  17.05  15.06
O  15.57  18.62  13.43
H  13.37  16.16  23.09
O  16.35  24.08  16.74
H  9.71  17.85  14.37
C  13.15  21.89  16.69
H  9.24  16.78  15.81
H  10.46  15.54  22.18
H  16.73  12.85  20.60
H  16.35  14.47  14.93
H  18.41  15.85  11.81
H  16.20  18.07  15.28
H  13.50  15.42  20.09
C  15.25  19.57  10.36
H  11.84  22.55  15.16
O  14.77  13.87  22.34
H  19.51  19.77  16.06
H  16.29  12.68  23.09
O  24.16  16.55  16.10
H  13.24  19.47  9.49
H  12.25  9.29  25.00
H  17.72  18.98  21.24
H  26.06  16.59  14.13
C  26.33  20.79  16.10
O  24.86  18.96  15.81
O  17.53  18.18  11.89
O  23.61  18.20  17.97
H  17.26  21.94  20.44
C  24.10  16.16  14.69
C  16.22  13.62  22.66
H  13.91  26.99  16.96
H  14.03  12.92  20.42
H  10.91  18.21  16.59
C  18.63  22.59  16.87
H  13.29  12.53  18.88
O  13.41  12.03  23.38
H  22.54  21.89  20.85
C  21.50  22.20  20.88
P  13.82  13.55  23.55
C  25.09  16.78  13.71
H  14.99  21.50  19.65
F  21.27  20.34  19.38
C  14.61  15.37  15.60
C  11.20  17.48  15.84
C  16.94  13.65  21.30
H  15.66  14.51  11.75
H  25.04  17.83  13.46
H  26.96  21.27  16.80
H  19.61  18.45  19.74
H  25.46  21.41  15.97
H  18.72  25.51  16.84
P  13.02  16.45  17.45
H  13.21  11.53  25.45
C  12.93  9.79  24.27
O  12.46  14.26  23.22
P  15.00  23.69  17.11
F  16.38  19.40  19.68

These are the Löwdin partial charges, in e, on atoms 1 to 8:
1 O 0.1197
2 O 0.0805
3 H 0.0711
4 O 0.1569
5 C -0.2257
6 C -0.2323
7 O 0.0811
8 H 0.1054

=====

Below is the molecule C4H13N3O, with properties calculated with wB97M-V/def2-TZVPD.

## Properties
Multiplicity = 1
Orbital gap = 0.3456 Ha
Highest occupied orbital energy = -8.5 eV
Energy relative to the best compared isomer or geometry (same formula, charge and spin) = 65.8 kcal per mole
Lowest unoccupied orbital energy = 0.0323 hartree
Energy = -399.642393 hartree
Molar mass = 119.2 g/mol

CARTESIAN COORDINATES (ANGSTROEM)
H  -2.49  0.38  0.62
H  2.29  -1.07  0.80
H  1.42  -2.15  1.80
N  1.63  -1.25  1.54
O  2.30  1.72  0.09
H  2.06  2.63  -0.06
H  2.32  -0.13  -0.55
H  1.49  0.87  -1.63
C  0.36  -0.42  1.44
C  0.15  0.31  0.03
N  -0.50  -0.35  -1.02
C  1.58  0.68  -0.57
H  -0.57  -1.04  1.50
H  -2.30  -0.48  -2.23
H  -1.73  1.05  -1.65
H  -0.47  1.27  0.21
H  -0.27  -1.36  -0.97
H  0.46  0.36  2.14
C  -1.84  0.02  -1.34
N  -2.87  -0.02  -0.22
H  -2.99  -1.02  0.07

These are the Löwdin partial charges, in e, on atoms 1 to 8:
1 H 0.0294
2 H 0.0295
3 H 0.0205
4 N 0.0235
5 O -0.0712
6 H 0.0745
7 H 0.0997
8 H 0.1061